(1)
Formula: C58H45LuN7Se2
Source: the OMol25 dataset
Level of theory: the ωB97M-V functional and the def2-TZVPD basis

Calculated values
* HOMO: -9.4 eV
* orbital gap: 0.215 Ha
* energy: -235619.2867 eV

ORCA input file:
```
! RIJCOSX wB97M-V def2-TZVPD def2/J DEFGRID3
* xyz 1 1
Lu -1.576 10.252 21.686
C -2.510 17.813 19.604
C -2.539 17.332 20.881
C -2.433 15.978 21.190
C -2.314 15.052 20.153
C -2.394 15.497 18.836
C -2.403 16.886 18.567
C -2.133 13.608 20.443
C -0.802 13.217 20.518
C 0.345 14.083 20.264
C 1.447 13.360 20.315
C 1.062 12.000 20.619
N -0.308 11.982 20.801
C 1.923 10.904 20.566
C 1.558 9.551 20.710
C 2.422 8.403 20.764
C 1.661 7.306 20.932
C 0.265 7.764 20.969
C -0.807 6.914 21.098
C -0.477 5.468 21.291
C -0.575 4.877 22.540
C -0.182 3.532 22.697
C 0.340 2.802 21.658
C 0.376 3.390 20.395
C -0.020 4.715 20.229
C -2.161 7.236 20.934
N -2.618 8.514 20.722
C -3.931 8.420 20.322
C -4.790 9.540 20.037
C -6.086 9.247 19.372
C -6.169 9.462 18.015
C -7.343 9.135 17.351
C -8.439 8.702 18.030
C -8.343 8.482 19.379
C -7.181 8.747 20.079
C -4.452 10.872 20.235
C -5.346 11.994 20.027
C -4.608 13.139 20.174
C -3.251 12.721 20.453
N -3.200 11.357 20.569
C -4.305 7.060 20.237
C -3.226 6.318 20.709
N 0.278 9.150 20.866
C 3.345 11.166 20.279
C 3.902 10.583 19.128
C 5.246 10.629 18.890
C 6.095 11.312 19.757
C 5.557 11.929 20.877
C 4.168 11.874 21.135
H -2.511 18.903 19.407
H -2.542 18.060 21.698
H -2.341 15.622 22.204
H -2.297 14.842 18.012
H -2.348 17.283 17.586
H 0.298 15.147 20.047
H 2.467 13.720 20.137
H 3.514 8.393 20.633
H 2.015 6.294 21.059
H -1.033 5.409 23.350
H -0.222 3.076 23.713
H 0.705 1.745 21.744
H 0.662 2.852 19.502
H 0.079 5.245 19.298
H -5.280 9.814 17.478
H -7.358 9.205 16.247
H -9.375 8.507 17.476
H -9.276 8.148 19.880
H -7.103 8.574 21.146
H -6.396 11.880 19.736
H -4.916 14.168 20.064
H -5.268 6.730 19.851
H -3.147 5.250 20.866
H 3.245 10.099 18.429
H 5.646 10.219 17.967
H 7.147 11.488 19.542
H 6.231 12.483 21.533
H 3.779 12.283 22.044
C -5.608 9.263 23.216
Se -3.886 10.066 23.681
C -4.495 11.917 23.702
C -3.453 12.863 24.232
Se -1.601 12.592 23.607
C -0.912 11.891 25.321
H -5.963 9.824 22.319
H -6.264 9.340 24.054
H -5.402 8.238 22.949
H -5.331 12.021 24.377
H -4.853 12.229 22.715
H -3.408 12.782 25.296
H -3.742 13.889 23.996
H -1.365 12.498 26.084
H 0.157 12.070 25.452
H -1.135 10.843 25.488
N 7.528 6.552 26.885
C 6.496 6.876 26.532
C 5.193 7.287 26.082
C 4.302 7.833 27.023
C 3.060 8.246 26.582
C 2.695 8.145 25.252
C 3.588 7.619 24.334
C 4.848 7.168 24.750
N 1.347 8.521 24.861
C 0.176 7.905 25.302
C -0.799 8.431 24.550
N -0.306 9.328 23.624
C 1.016 9.347 23.866
H 4.585 7.926 28.054
H 2.300 8.627 27.284
H 3.328 7.602 23.310
H 5.525 6.727 24.006
H 0.231 7.093 26.029
H -1.860 8.174 24.621
H 1.824 9.856 23.304
*
```

Atom charges from the Mulliken analysis, given in e for atoms 1 to 6: atom 1 (Lu): 1.677, atom 2 (C): -0.413, atom 3 (C): -0.701, atom 4 (C): 0.052, atom 5 (C): -0.881, atom 6 (C): -0.029


(2)
Formula: C58H45N10O4S2Sn
Source: the OMol25 dataset
Level of theory: the ωB97M-V functional and the def2-TZVPD basis

Calculated values
* HOMO: -2.6 eV
* orbital gap: 0.164 Ha
* energy: -111471.1161 eV

ORCA input file:
```
! RIJCOSX wB97M-V def2-TZVPD def2/J DEFGRID3
* xyz -1 1
Sn 0.522 0.581 1.261
C 5.014 0.142 1.736
C 5.357 -1.198 1.872
C 4.361 -2.114 2.136
C 3.026 -1.690 2.217
N 2.701 -0.410 2.012
C 3.678 0.479 1.813
N 2.094 -2.657 2.537
C 0.839 -2.457 2.713
N 0.056 -1.325 2.604
C -1.237 -1.675 2.932
N -2.332 -1.009 3.027
C -2.694 0.269 2.640
C -3.943 0.693 3.112
C -4.502 1.852 2.607
C -3.825 2.564 1.640
C -2.557 2.128 1.253
N -1.995 1.023 1.762
C -1.287 -3.124 3.267
C -2.330 -3.946 3.651
C -2.052 -5.296 3.837
C -0.765 -5.796 3.641
C 0.281 -4.953 3.286
C -0.006 -3.612 3.108
H 5.755 0.907 1.547
H 6.389 -1.514 1.785
H 4.567 -3.167 2.272
H 3.372 1.511 1.689
H -4.446 0.074 3.843
H -5.467 2.197 2.960
H -4.229 3.474 1.218
H -0.831 2.705 0.357
H -3.324 -3.538 3.791
H -2.845 -5.973 4.135
H -0.583 -6.857 3.771
H 1.293 -5.315 3.143
O -1.344 4.822 2.780
C -0.503 4.029 3.019
N -1.824 2.910 0.357
C -2.310 3.147 -0.988
C -1.825 2.155 -2.041
C -2.170 2.332 -3.380
C -1.687 1.442 -4.324
C -0.899 0.380 -3.907
C -0.625 0.267 -2.555
N -1.062 1.143 -1.647
C 0.560 3.330 3.372
C 1.627 4.163 3.977
C 2.557 3.572 4.740
C 2.523 2.143 4.940
C 1.663 1.415 4.169
N 0.734 1.906 3.316
H -1.993 4.144 -1.308
H -3.400 3.130 -0.968
H -2.797 3.166 -3.676
H -1.918 1.576 -5.375
H -0.503 -0.341 -4.611
H -0.013 -0.541 -2.163
H 1.623 5.230 3.783
H 3.351 4.164 5.184
H 3.222 1.654 5.606
H 1.709 0.333 4.193
C 2.148 5.608 -5.822
C 2.284 4.885 -4.505
C 1.637 3.669 -4.296
C 1.773 2.989 -3.095
C 2.560 3.527 -2.088
C 3.224 4.729 -2.282
C 3.083 5.401 -3.488
S 2.672 2.699 -0.506
O 3.964 3.065 0.033
O 1.514 3.178 0.233
N 2.420 1.163 -0.758
C 3.401 0.307 -1.226
C 4.632 0.704 -1.742
C 5.578 -0.228 -2.195
C 5.344 -1.572 -2.137
C 4.115 -2.037 -1.621
C 3.819 -3.412 -1.484
C 2.614 -3.806 -0.981
C 1.681 -2.812 -0.630
N 1.917 -1.531 -0.729
C 3.125 -1.113 -1.194
H 1.155 5.456 -6.248
H 2.879 5.231 -6.543
H 2.319 6.678 -5.701
H 1.018 3.248 -5.082
H 1.283 2.041 -2.921
H 3.845 5.118 -1.484
H 3.602 6.341 -3.644
H 4.864 1.761 -1.756
H 6.521 0.135 -2.590
H 6.081 -2.289 -2.484
H 4.569 -4.142 -1.771
H 2.370 -4.851 -0.844
H 0.703 -3.094 -0.246
O -3.714 0.232 -0.599
S -2.995 -1.006 -0.202
C -2.907 -1.959 -1.748
C -3.549 -1.437 -2.856
C -3.437 -2.080 -4.080
C -2.675 -3.236 -4.189
C -2.022 -3.748 -3.075
C -2.128 -3.104 -1.851
C -4.307 -2.035 0.532
C -5.464 -1.371 0.901
C -6.490 -2.071 1.523
C -6.352 -3.430 1.770
C -5.191 -4.090 1.387
C -4.159 -3.392 0.779
H -4.118 -0.522 -2.733
H -3.936 -1.672 -4.951
H -2.583 -3.735 -5.147
H -1.421 -4.645 -3.166
H -1.601 -3.490 -0.985
H -5.543 -0.312 0.687
H -7.392 -1.549 1.821
H -7.148 -3.975 2.264
H -5.084 -5.152 1.574
H -3.249 -3.913 0.501
*
```

Atom charges from the Mulliken analysis, given in e for atoms 1 to 6: atom 1 (Sn): 2.612, atom 2 (C): -1.532, atom 3 (C): -0.555, atom 4 (C): -0.731, atom 5 (C): -0.334, atom 6 (N): 0.775


(3)
Formula: C58H45N14STi
Source: the OMol25 dataset
Level of theory: the ωB97M-V functional and the def2-TZVPD basis

Calculated values
* HOMO (spin up / spin down): -12.2 / -12.3 eV
* orbital gap (spin up / spin down): 0.216 / 0.208 Ha
* <S²>: 0.783
* energy: -115672.7699 eV

ORCA input file:
```
! RIJCOSX wB97M-V def2-TZVPD def2/J DEFGRID3
* xyz 2 2
Ti -14.643 -17.180 -2.723
C -15.118 -17.919 -8.041
C -14.882 -16.600 -7.663
C -14.306 -16.315 -6.407
C -13.982 -17.364 -5.561
C -14.072 -18.699 -5.994
C -14.716 -18.968 -7.164
N -13.453 -16.991 -4.283
C -12.267 -16.343 -4.107
C -11.363 -15.965 -5.077
C -10.082 -15.500 -4.675
C -9.815 -15.279 -3.314
C -10.745 -15.598 -2.321
C -11.965 -16.179 -2.732
N -13.102 -16.191 -1.974
N -13.076 -15.446 -0.881
C -14.330 -15.255 -0.483
C -14.636 -14.245 0.465
C -15.929 -13.935 0.774
C -16.964 -14.631 0.058
C -16.581 -15.745 -0.670
N -15.308 -16.065 -1.005
H -15.597 -18.175 -9.001
H -15.138 -15.786 -8.334
H -14.099 -15.272 -6.088
H -13.621 -19.476 -5.384
H -14.962 -20.005 -7.470
H -11.597 -16.046 -6.113
H -9.423 -15.097 -5.446
H -8.918 -14.731 -3.021
H -10.595 -15.432 -1.255
H -13.810 -13.757 0.987
H -16.146 -13.143 1.459
H -18.020 -14.418 0.125
H -17.268 -16.497 -1.019
C -17.922 -19.153 -4.419
C -16.996 -18.636 -3.540
N -16.681 -17.327 -3.536
C -17.388 -16.526 -4.406
C -18.228 -17.141 -5.336
N -18.421 -18.449 -5.399
C -17.281 -15.088 -4.392
C -18.395 -14.343 -4.887
C -18.171 -13.086 -5.402
C -16.930 -12.499 -5.085
C -15.907 -13.259 -4.424
N -16.069 -14.567 -4.101
C -14.681 -12.576 -4.044
C -14.746 -11.247 -3.679
N -13.656 -10.639 -3.196
C -12.533 -11.331 -3.203
C -12.468 -12.587 -3.805
N -13.522 -13.285 -4.159
C -19.102 -12.450 -6.378
C -18.560 -11.641 -7.371
C -19.399 -11.350 -8.458
N -20.688 -11.618 -8.470
C -21.180 -12.352 -7.499
C -20.445 -12.754 -6.384
H -18.160 -20.191 -4.396
H -16.612 -19.256 -2.739
H -18.804 -16.567 -5.995
H -19.358 -14.853 -4.995
H -16.712 -11.503 -5.411
H -15.616 -10.589 -3.666
H -11.716 -10.797 -2.713
H -11.509 -13.099 -3.934
H -17.481 -11.419 -7.372
H -18.942 -10.949 -9.369
H -22.275 -12.499 -7.603
H -21.071 -13.295 -5.644
C -16.165 -17.017 3.083
C -15.743 -18.057 2.201
N -16.540 -18.570 1.267
C -17.810 -18.189 1.251
C -18.352 -17.267 2.164
C -17.472 -16.603 3.031
C -19.788 -17.151 2.357
C -20.755 -17.317 1.407
C -20.732 -17.016 -0.001
C -21.796 -17.546 -0.749
C -21.893 -17.167 -2.067
N -21.006 -16.284 -2.623
C -20.122 -15.765 -1.825
N -19.916 -16.014 -0.524
H -15.499 -16.559 3.796
H -14.714 -18.442 2.224
H -18.497 -18.548 0.467
H -17.786 -15.813 3.628
H -20.114 -16.906 3.384
H -21.749 -17.663 1.728
H -22.468 -18.273 -0.287
H -22.643 -17.553 -2.736
H -19.470 -15.072 -2.290
N -13.965 -18.963 -2.487
S -13.679 -19.527 -0.904
C -11.871 -19.555 -0.801
C -11.280 -19.266 0.412
C -9.945 -19.519 0.608
C -9.190 -19.983 -0.457
C -9.780 -20.305 -1.682
C -11.119 -20.090 -1.857
C -13.989 -21.276 -0.974
C -13.539 -22.117 0.038
C -14.003 -23.420 0.093
C -14.791 -23.910 -0.949
C -15.123 -23.111 -2.023
C -14.691 -21.770 -2.065
H -13.345 -19.429 -3.132
H -11.827 -18.849 1.246
H -9.361 -19.285 1.530
H -8.100 -20.111 -0.460
H -9.094 -20.698 -2.479
H -11.585 -20.350 -2.816
H -12.909 -21.657 0.761
H -13.831 -24.055 0.934
H -15.174 -24.915 -0.878
H -15.777 -23.539 -2.800
H -14.809 -21.109 -2.950
*
```

Atom charges from the Mulliken analysis, given in e for atoms 1 to 6: atom 1 (Ti): -1.041, atom 2 (C): -0.746, atom 3 (C): -0.943, atom 4 (C): 0.699, atom 5 (C): -0.663, atom 6 (C): -0.330


(4)
Formula: C58H45N4O3P2PtS2
Source: the OMol25 dataset
Level of theory: the ωB97M-V functional and the def2-TZVPD basis

Calculated values
* HOMO (spin up / spin down): -9.4 / -9.9 eV
* orbital gap (spin up / spin down): 0.261 / 0.225 Ha
* <S²>: 2.009
* energy: -116469.9602 eV

ORCA input file:
```
! RIJCOSX wB97M-V def2-TZVPD def2/J DEFGRID3
* xyz 1 3
Pt -0.451 -0.597 -0.086
O -1.678 2.639 0.816
S -0.657 1.962 -0.013
C 0.791 3.004 -0.014
C 0.488 4.290 0.361
C 1.435 5.331 0.340
C 2.693 5.038 -0.093
C 3.902 5.925 -0.282
C 5.032 4.961 -0.733
C 4.365 3.608 -0.830
C 4.860 2.391 -1.196
C 3.997 1.283 -1.129
C 2.672 1.346 -0.742
P 1.885 -0.298 -0.550
C 2.211 -1.176 -2.126
C 3.417 -1.807 -2.434
C 3.582 -2.456 -3.649
C 2.547 -2.486 -4.575
C 1.342 -1.862 -4.283
C 1.177 -1.216 -3.066
C 2.949 -1.083 0.705
C 3.113 -2.470 0.713
C 3.793 -3.090 1.750
C 4.303 -2.334 2.798
C 4.127 -0.959 2.807
C 3.453 -0.335 1.765
C 2.114 2.620 -0.400
C 3.016 3.708 -0.444
C -1.231 2.225 -1.711
C -0.572 3.073 -2.569
C -1.206 3.683 -3.679
C -2.549 3.505 -3.828
C -3.544 4.109 -4.795
C -4.923 3.541 -4.351
C -4.602 2.573 -3.233
C -5.399 1.747 -2.490
C -4.780 0.896 -1.552
C -3.423 0.903 -1.302
P -2.787 -0.549 -0.413
C -3.245 -1.936 -1.502
C -3.636 -1.754 -2.826
C -3.890 -2.853 -3.638
C -3.759 -4.140 -3.137
C -3.359 -4.330 -1.820
C -3.090 -3.236 -1.013
C -3.837 -0.651 1.071
C -4.677 -1.724 1.352
C -5.420 -1.733 2.526
C -5.328 -0.675 3.417
C -4.497 0.400 3.131
C -3.750 0.416 1.965
C -2.599 1.866 -1.955
C -3.222 2.613 -2.964
H -0.532 4.495 0.668
H 1.145 6.331 0.640
H 4.153 6.456 0.636
H 3.700 6.683 -1.040
H 5.850 4.932 -0.013
H 5.464 5.257 -1.689
H 5.890 2.257 -1.503
H 4.417 0.317 -1.373
H 4.229 -1.821 -1.718
H 4.522 -2.946 -3.870
H 2.680 -2.996 -5.521
H 0.528 -1.885 -4.998
H 0.234 -0.736 -2.841
H 2.700 -3.070 -0.089
H 3.914 -4.168 1.745
H 4.832 -2.817 3.612
H 4.508 -0.370 3.632
H 3.294 0.736 1.800
H 0.461 3.330 -2.373
H -0.633 4.332 -4.331
H -3.305 3.826 -5.821
H -3.520 5.197 -4.754
H -5.448 3.048 -5.169
H -5.578 4.333 -3.987
H -6.472 1.700 -2.638
H -5.395 0.167 -1.035
H -3.741 -0.756 -3.233
H -4.201 -2.700 -4.665
H -3.964 -4.993 -3.772
H -3.258 -5.332 -1.418
H -2.761 -3.391 0.007
H -4.779 -2.547 0.659
H -6.073 -2.571 2.740
H -5.903 -0.689 4.335
H -4.419 1.229 3.825
H -3.090 1.251 1.761
N 4.097 -0.908 6.904
C 2.989 -0.882 6.079
C 2.604 0.305 5.447
C 1.537 0.317 4.569
C 0.833 -0.858 4.326
C 1.194 -2.045 4.959
C 2.262 -2.053 5.832
S -0.424 -0.877 3.114
O -1.528 -1.680 3.550
O -0.649 0.499 2.757
N 0.285 -1.553 1.784
C 0.119 -2.871 1.425
N -0.077 -3.010 0.102
C -0.159 -4.247 -0.382
C -0.050 -5.349 0.439
C 0.138 -5.095 1.793
N 0.233 -3.870 2.299
H 4.430 -0.037 7.273
H 4.208 -1.696 7.515
H 3.148 1.220 5.653
H 1.235 1.229 4.071
H 0.638 -2.953 4.752
H 2.546 -2.973 6.333
H -0.316 -4.339 -1.450
H -0.115 -6.355 0.049
H 0.222 -5.912 2.505
*
```

Atom charges from the Mulliken analysis, given in e for atoms 1 to 6: atom 1 (Pt): 5.545, atom 2 (O): -0.944, atom 3 (S): 1.664, atom 4 (C): -0.278, atom 5 (C): -0.687, atom 6 (C): -1.453